1.
{
  "formula": "C4H10N2",
  "method": "ωB97M-V with the def2-TZVPD basis set",
  "smiles": "C=C(C)C(N)N",
  "homo_ev": -8.9029,
  "mol_weight_g_mol": 86.1,
  "orbital_gap_ev": 9.962,
  "multiplicity": 1,
  "elements": ["C", "C", "C", "C", "N", "N", "H", "H", "H", "H", "H", "H", "H", "H", "H", "H"],
  "xyz": [[-0.0392, 0.7150, -1.7911], [-0.0922, 0.0319, -0.6174], [-0.4888, -1.4221, -0.6249], [0.4115, 0.6872, 0.6161], [-0.8764, 0.5380, 1.4531], [1.4266, 0.0259, 1.3234], [0.3334, 1.7325, -1.8437], [-0.3245, 0.2482, -2.7275], [0.1691, -1.9983, -1.2833], [-0.4585, -1.8812, 0.3677], [-1.5175, -1.5243, -0.9833], [0.6345, 1.7480, 0.4862], [-0.8325, 1.2977, 2.1291], [-1.8188, 0.6254, 1.0836], [2.3256, 0.0980, 0.8607], [1.1477, -0.9218, 1.5515]],
  "nbo_charge": [-0.422, 0.016, -0.667, 0.080, -0.880, -0.834, 0.193, 0.191, 0.224, 0.221, 0.227, 0.181, 0.357, 0.372, 0.370, 0.374]
}

2.
{
  "formula": "C4H10N2",
  "method": "ωB97M-V with the def2-TZVPD basis set",
  "homo_ev": [-7.9463, -7.9242],
  "mol_weight_g_mol": 86.1,
  "orbital_gap_ev": [8.097, 8.025],
  "multiplicity": 1,
  "elements": ["C", "C", "N", "C", "N", "C", "H", "H", "H", "H", "H", "H", "H", "H", "H", "H"],
  "xyz": [[-1.1431, -1.4977, -0.6637], [1.4055, -0.0150, 0.9606], [-0.7004, -0.1294, -0.4560], [0.7707, 0.0161, -0.3783], [-1.5030, 0.4832, 0.5588], [1.2590, 1.4152, -0.3765], [-1.0452, 0.9442, 1.3444], [-2.0535, 1.2268, 0.1330], [-2.1993, -1.5008, -0.9232], [-0.5869, -1.9369, -1.4909], [-0.9910, -2.1339, 0.2208], [1.6015, -0.9818, 1.4097], [1.3699, 0.6938, 1.7717], [1.1769, -0.6474, -1.1495], [1.2505, 2.1806, 0.3822], [1.3883, 1.8829, -1.3431]],
  "nbo_charge": [-0.407, -0.338, -0.319, -0.186, -0.695, -0.282, 0.348, 0.350, 0.205, 0.188, 0.165, 0.183, 0.193, 0.216, 0.198, 0.182]
}

3.
{
  "formula": "C4H10N2",
  "method": "ωB97M-V with the def2-TZVPD basis set",
  "homo_ev": -8.3517,
  "mol_weight_g_mol": 86.1,
  "orbital_gap_ev": 9.436,
  "multiplicity": 1,
  "elements": ["C", "C", "C", "C", "H", "H", "H", "H", "H", "H", "H", "H", "H", "H", "N", "N"],
  "xyz": [[-0.9052, 2.1054, -0.1156], [-0.0725, -0.1196, -1.0554], [0.7470, -0.9128, -0.0159], [0.2219, 0.1581, 0.9478], [-0.7553, 2.6334, 0.8157], [-0.8881, 3.0006, -0.8490], [-2.0019, 1.6837, -0.1366], [-1.1410, -0.4394, -1.0457], [0.3157, -0.0563, -2.0342], [1.8154, -0.8353, -0.1574], [0.5198, -2.5346, 1.3134], [0.6321, -2.8952, -0.3710], [0.7383, 0.7372, 1.7757], [-0.7477, -0.1340, 1.3010], [0.0559, 1.0382, -0.2106], [0.1677, -2.2590, 0.3282]],
  "nbo_charge": [-0.416, -0.213, -0.063, -0.224, 0.203, 0.204, 0.154, 0.168, 0.188, 0.189, 0.359, 0.355, 0.192, 0.169, -0.430, -0.835]
}

4.
{
  "formula": "C4H10N2",
  "method": "ωB97M-V with the def2-TZVPD basis set",
  "smiles": "CC/C=N/NC",
  "homo_ev": -8.7018,
  "mol_weight_g_mol": 86.1,
  "orbital_gap_ev": 9.752,
  "multiplicity": 1,
  "elements": ["C", "C", "C", "N", "N", "C", "H", "H", "H", "H", "H", "H", "H", "H", "H", "H"],
  "xyz": [[-1.3639, -0.8253, 2.0940], [-0.8377, 0.4302, 1.4736], [0.1525, 0.1439, 0.3078], [-0.1271, 0.9410, -0.7214], [0.3255, 0.5939, -2.0079], [1.6267, 0.0242, -2.1639], [-2.3936, -0.6097, 2.7994], [-0.6772, -1.5168, 2.7936], [-1.6945, -1.5558, 1.0709], [-0.4660, 1.0832, 2.3594], [-1.6735, 1.0058, 0.9872], [0.8303, -0.6718, 0.3986], [0.3052, 1.4811, -2.5676], [1.9845, 0.0654, -3.2597], [2.3765, 0.4590, -1.5553], [1.6323, -1.0482, -2.0086]],
  "nbo_charge": [-0.612, -0.474, 0.003, -0.231, -0.435, -0.445, 0.222, 0.218, 0.196, 0.205, 0.235, 0.178, 0.357, 0.209, 0.184, 0.192]
}

5.
{
  "formula": "C4H10N2",
  "method": "ωB97M-V with the def2-TZVPD basis set",
  "homo_ev": -8.3547,
  "mol_weight_g_mol": 86.1,
  "orbital_gap_ev": 6.446,
  "multiplicity": 1,
  "elements": ["C", "C", "C", "N", "C", "N", "H", "H", "H", "H", "H", "H", "H", "H", "H", "H"],
  "xyz": [[1.2990, 0.4579, 2.1117], [0.7077, -0.5322, 1.1126], [-0.0660, 0.3672, -0.1801], [-1.5852, 0.6591, -2.3385], [-0.9857, -0.5493, -2.2134], [0.2667, -0.3503, -1.2973], [0.4710, 1.0920, 2.4430], [2.0440, 1.0857, 1.6263], [1.7115, -0.0388, 2.9909], [-0.0426, -1.1159, 1.6339], [1.4820, -1.0227, 0.5319], [-1.0702, 0.2504, 0.2475], [0.3612, 1.3490, 0.0206], [-0.5283, -0.9586, -3.1148], [-2.5287, 0.6112, -1.9567], [-1.5363, -1.3046, -1.6176]],
  "nbo_charge": [-0.621, -0.350, -0.277, -0.569, -0.162, -0.175, 0.200, 0.209, 0.217, 0.201, 0.215, 0.168, 0.218, 0.236, 0.320, 0.169]
}

6.
{
  "formula": "C4H10N2",
  "method": "ωB97M-V with the def2-TZVPD basis set",
  "smiles": "CC/C(N)=C/N",
  "homo_ev": -7.7946,
  "mol_weight_g_mol": 86.1,
  "orbital_gap_ev": 8.849,
  "multiplicity": 1,
  "elements": ["C", "C", "C", "N", "C", "N", "H", "H", "H", "H", "H", "H", "H", "H", "H", "H"],
  "xyz": [[2.1243, 0.4736, -0.0839], [1.1118, -0.6261, 0.0567], [-0.3163, -0.1685, -0.0043], [-0.6753, 0.8741, 0.8991], [-1.3182, -0.6177, -0.7889], [-2.6526, -0.1670, -0.6948], [3.1011, 0.0292, -0.2922], [2.2583, 1.1663, 0.7603], [1.8197, 1.1650, -0.8813], [1.1001, -1.0752, 1.0793], [1.2558, -1.3790, -0.7348], [-0.2998, 0.7010, 1.8370], [-0.4650, 1.8663, 0.9338], [-1.0026, -1.3865, -1.4831], [-3.1859, -1.0211, -0.8431], [-2.8553, 0.1654, 0.2402]],
  "nbo_charge": [-0.613, -0.433, 0.081, -0.903, -0.026, -0.808, 0.212, 0.206, 0.210, 0.200, 0.212, 0.347, 0.385, 0.189, 0.357, 0.385]
}

7.
{
  "formula": "C4H10N2",
  "method": "ωB97M-V with the def2-TZVPD basis set",
  "smiles": "CC1(C)N=N1.C",
  "homo_ev": -9.7347,
  "mol_weight_g_mol": 86.1,
  "orbital_gap_ev": 10.548,
  "multiplicity": 1,
  "elements": ["C", "C", "C", "N", "N", "H", "H", "H", "H", "H", "H", "C", "H", "H", "H", "H"],
  "xyz": [[-0.6672, 0.7636, -0.7692], [-0.8672, 0.3385, 0.6634], [-2.2525, 0.4917, 1.2442], [-0.0384, -0.7253, 1.1766], [0.2585, 0.3969, 1.5675], [0.3900, 0.9126, -0.9828], [-1.2011, 1.6907, -0.9693], [-1.0468, -0.0073, -1.4403], [-2.3744, -0.1694, 2.1034], [-2.9978, 0.2363, 0.4920], [-2.4198, 1.5202, 1.5714], [2.6422, -1.0866, -0.9312], [3.0445, -2.0373, -0.6070], [2.2010, -0.5825, -0.0878], [3.4401, -0.4830, -1.3460], [1.8891, -1.2592, -1.6849]],
  "nbo_charge": [-0.642, 0.103, -0.640, -0.070, -0.074, 0.225, 0.219, 0.220, 0.223, 0.218, 0.221, -0.849, 0.215, 0.213, 0.210, 0.208]
}

8.
{
  "formula": "C4H10N2O",
  "method": "ωB97M-V with the def2-TZVPD basis set",
  "smiles": "CC(=O)NCCN",
  "homo_ev": -9.4680,
  "mol_weight_g_mol": 102.1,
  "orbital_gap_ev": 10.444,
  "multiplicity": 1,
  "elements": ["C", "C", "O", "N", "C", "C", "N", "H", "H", "H", "H", "H", "H", "H", "H", "H", "H"],
  "xyz": [[0.3479, 2.1871, 0.2998], [0.9884, 0.9774, -0.3536], [2.1626, 0.7152, -0.2099], [0.1402, 0.2825, -1.2053], [-0.9828, -0.5067, -0.7630], [-0.5768, -1.6889, 0.1301], [-0.0056, -1.3552, 1.4657], [-0.7322, 2.0486, 0.3092], [0.7851, 2.5697, 1.2256], [0.5704, 3.0291, -0.3799], [0.6998, 0.0362, -2.0114], [-1.5900, 0.1069, -0.0793], [-1.5458, -0.9556, -1.5845], [-1.4571, -2.2568, 0.5039], [0.0801, -2.3193, -0.4809], [0.7080, -0.6462, 1.3675], [0.4078, -2.2239, 1.7661]],
  "nbo_charge": [-0.725, 0.689, -0.579, -0.681, -0.226, -0.234, -0.839, 0.220, 0.238, 0.243, 0.399, 0.199, 0.218, 0.196, 0.164, 0.356, 0.361]
}